No. 1
Below is a molecular structure, C26H28Cl2N7O2SSiW, with properties calculated with wB97M-V/def2-TZVPD.

As for the strongest force on any atom: 0.298 eV/Å. The calculation puts the total energy at -3216.4204 Eh. Its total charge is +1. The HOMO-LUMO gap (spin up / spin down) is 6.44 / 6.37 eV.

Last column: natural (NBO) charge in e.
Positions of all 68 atoms, in Å:
W -0.175 -1.120 0.494  1.343
O -3.967 2.879 1.073  -0.653
C -2.783 3.493 0.958  0.379
C -2.797 4.882 0.811  -0.272
C -1.617 5.579 0.680  -0.138
C -0.384 4.920 0.691  -0.261
C -0.359 3.555 0.840  -0.147
C -1.548 2.820 0.980  -0.204
C -1.468 1.376 1.081  0.609
O -0.280 0.804 1.092  -0.706
N -2.535 0.627 1.136  -0.424
N -2.144 -0.686 1.094  -0.273
C -3.038 -1.588 1.332  0.060
C -2.551 -2.927 1.266  0.135
C -3.354 -4.029 1.557  -0.195
C -2.818 -5.293 1.493  -0.134
C -1.480 -5.419 1.129  -0.228
C -0.738 -4.298 0.837  0.040
N -1.238 -3.038 0.902  -0.477
H -3.828 1.915 1.140  0.509
H -3.755 5.383 0.799  0.238
H -1.650 6.655 0.565  0.226
H 0.536 5.478 0.584  0.225
H 0.581 3.019 0.842  0.223
H -4.061 -1.322 1.559  0.233
H -4.385 -3.859 1.833  0.242
H -3.419 -6.163 1.716  0.243
H -1.004 -6.386 1.055  0.248
H 0.292 -4.399 0.527  0.256
C 1.302 3.276 -4.831  -1.123
Si 0.225 2.024 -3.964  1.626
C -0.275 0.658 -5.129  -1.117
C -1.247 2.863 -3.178  -1.118
C 1.266 1.296 -2.542  -0.469
C 2.550 1.752 -2.247  -0.104
C 3.260 1.301 -1.136  -0.253
C 2.648 0.412 -0.280  0.073
N 1.420 -0.032 -0.544  -0.482
C 0.766 0.349 -1.653  0.129
S -0.799 -0.489 -1.684  0.040
H 0.744 3.726 -5.655  0.255
H 2.200 2.825 -5.256  0.244
H 1.605 4.087 -4.165  0.241
H -0.853 1.065 -5.961  0.250
H -0.892 -0.093 -4.633  0.248
H 0.601 0.156 -5.545  0.247
H -1.847 3.364 -3.941  0.250
H -0.929 3.617 -2.453  0.245
H -1.893 2.150 -2.663  0.246
H 3.014 2.481 -2.899  0.231
H 4.263 1.645 -0.932  0.240
H 3.124 0.032 0.616  0.222
Cl 2.653 -5.294 2.331  -0.064
C 3.975 -4.411 1.522  -0.383
Cl 4.209 -2.787 2.183  -0.033
H 3.712 -4.321 0.475  0.262
H 4.882 -4.979 1.686  0.233
N 0.976 -2.494 3.185  -0.309
C 1.597 -2.250 4.346  0.018
C 1.868 -0.900 4.390  -0.315
C 1.399 -0.402 3.175  0.008
N 0.861 -1.380 2.443  -0.358
H 0.771 -3.395 2.782  0.436
H 1.817 -3.046 5.036  0.247
H 2.345 -0.356 5.184  0.254
H 1.390 0.610 2.806  0.244
N 2.009 -3.346 -0.668  -0.420
C 1.250 -2.574 -0.269  -0.034

Atomic forces in eV per Å
0.12 0.00 -0.27
-0.01 -0.02 0.00
0.01 0.01 0.02
-0.01 -0.01 -0.01
0.01 0.00 0.00
-0.01 -0.01 0.00
-0.01 0.01 -0.01
0.06 0.02 0.02
0.27 0.02 0.02
-0.19 0.16 0.01
-0.10 -0.08 0.01
-0.14 -0.03 0.15
0.05 -0.06 -0.02
0.07 -0.07 -0.04
0.03 0.06 -0.02
0.05 -0.01 -0.01
-0.03 0.02 0.01
0.00 0.04 0.02
-0.05 0.03 0.01
-0.01 0.01 -0.01
0.00 0.00 0.00
0.00 0.01 0.00
0.00 0.00 0.00
0.00 0.00 0.00
0.00 0.00 0.02
-0.01 -0.01 0.00
0.00 0.00 0.00
0.00 -0.01 0.00
-0.06 0.01 0.02
0.00 0.00 0.00
0.03 0.00 0.00
-0.01 0.00 0.01
0.00 -0.01 0.00
-0.05 0.00 -0.02
0.01 0.00 0.01
-0.02 0.00 0.00
0.05 0.02 0.05
-0.07 -0.13 -0.01
0.00 -0.01 0.02
0.04 -0.01 -0.08
0.00 0.01 -0.01
0.01 -0.01 -0.01
0.00 0.01 0.00
0.00 0.01 -0.01
0.00 -0.01 0.00
0.01 0.00 0.00
-0.01 0.01 0.00
0.00 -0.01 0.00
0.00 0.00 0.01
0.01 0.01 0.00
0.01 0.01 0.00
-0.02 0.00 -0.02
-0.01 0.05 0.00
0.06 -0.05 -0.02
-0.04 -0.04 -0.01
-0.01 0.01 0.01
0.00 0.01 0.00
-0.01 -0.03 -0.05
0.02 0.01 0.02
0.03 -0.04 -0.01
-0.03 -0.02 0.02
-0.02 0.17 0.09
0.03 -0.02 -0.01
-0.02 -0.02 0.01
0.00 0.01 0.01
0.00 0.00 -0.01
0.07 0.05 -0.02
-0.10 -0.06 0.10



No. 2
Below is a single C4H5N3O molecule, with properties calculated with wB97M-V/def2-TZVPD.

As for the strongest force on any atom: 13.382 eV/Å. The calculation puts the total energy at -394.6685 Eh. Its total charge is 0. The HOMO-LUMO gap is 9.03 eV.

Last column: natural (NBO) charge in e.
Positions of all 13 atoms, in Å:
H -0.812 2.230 0.951  0.322
N -1.440 1.782 0.504  -0.605
C -0.766 0.848 -0.127  0.410
N -1.310 -0.188 -0.934  -0.387
O -1.218 -1.574 -0.733  -0.519
C 0.639 0.240 0.100  -0.249
C 1.346 0.213 1.289  -0.203
C 1.275 -0.680 -0.798  0.223
N 2.234 -1.606 -1.080  -0.292
H -2.380 -0.008 -1.127  0.374
H -0.577 -1.667 -1.655  0.504
H 0.795 0.710 2.101  0.200
H 2.214 -0.299 1.508  0.223

Atomic forces in eV per Å
5.45 4.84 4.23
-3.27 -6.33 -6.16
-0.07 -3.25 1.98
-5.94 3.70 -1.29
3.93 0.26 -3.91
1.78 0.67 2.51
-4.58 2.21 -1.12
9.72 -8.77 -2.79
-9.56 8.94 2.08
2.80 -0.20 0.55
-2.53 -1.04 3.96
0.68 -0.04 -0.04
1.60 -0.99 -0.02



No. 3
Below is a single C3H7NOS2 molecule, with properties calculated with wB97M-V/def2-TZVPD.

As for the strongest force on any atom: 1.247 eV/Å. The calculation puts the total energy at -1044.8973 Eh. Its total charge is 0. The HOMO-LUMO gap is 9.50 eV.

Last column: natural (NBO) charge in e.
Positions of all 14 atoms, in Å:
N 3.153 0.143 1.177  -0.828
C 1.971 0.708 0.755  0.673
O 1.826 1.911 0.712  -0.612
C 0.911 -0.219 0.221  -0.524
C 0.061 0.442 -0.884  -0.530
S -1.330 -0.650 -1.294  0.104
S -2.540 -0.729 0.321  -0.143
H 3.350 -0.842 1.080  0.390
H 3.860 0.661 1.667  0.404
H 1.353 -1.177 -0.073  0.213
H 0.159 -0.490 0.968  0.250
H 0.524 0.645 -1.837  0.233
H -0.224 1.416 -0.485  0.249
H -3.134 0.467 0.420  0.122

Atomic forces in eV per Å
-0.25 -0.69 0.05
0.75 0.22 -0.29
-0.10 0.26 0.42
-0.19 -0.47 -0.57
0.09 -0.34 1.20
-0.19 0.60 -0.86
0.06 -0.52 0.92
-0.37 0.15 0.03
-0.22 0.44 -0.17
-0.05 0.15 -0.26
0.37 0.20 0.45
0.50 -0.22 -0.26
-0.44 -0.09 -0.17
0.03 0.30 -0.48



No. 4
Below is a single C23H29N3O5S molecule, with properties calculated with wB97M-V/def2-TZVPD.

As for the strongest force on any atom: 0.920 eV/Å. The calculation puts the total energy at -1832.4842 Eh. Its total charge is 0. The HOMO-LUMO gap is 8.24 eV.

Last column: natural (NBO) charge in e.
Positions of all 61 atoms, in Å:
C 2.142 2.617 0.695  -0.252
O 2.242 1.482 -0.125  -0.521
C 1.712 1.533 -1.385  0.344
C 1.089 2.633 -1.950  -0.306
C 0.561 2.553 -3.231  -0.207
C 0.659 1.381 -3.956  -0.238
C 1.290 0.277 -3.404  -0.210
C 1.818 0.342 -2.127  0.059
N 2.427 -0.782 -1.554  -0.838
S 1.440 -2.147 -1.452  2.311
O 1.289 -2.672 -2.775  -0.938
O 2.010 -3.005 -0.460  -0.928
C -0.049 -1.365 -0.807  -0.285
C 0.159 -0.849 0.456  -0.232
C -0.735 0.065 1.002  0.118
N -0.582 0.621 2.275  -0.609
C 0.495 0.547 3.114  0.701
O 1.526 -0.026 2.851  -0.607
C 0.241 1.288 4.425  -0.316
C 1.454 1.212 5.369  -0.412
C 1.011 0.323 6.531  -0.401
C -0.480 0.619 6.652  -0.398
C -0.939 0.651 5.195  -0.403
C -1.820 0.468 0.224  -0.194
C -2.038 -0.070 -1.024  -0.251
C -1.171 -1.030 -1.571  0.179
N -1.390 -1.604 -2.807  -0.444
C -1.528 -3.049 -2.887  -0.236
C -1.213 -3.503 -4.311  -0.081
O -2.043 -2.850 -5.248  -0.523
C -1.886 -1.457 -5.158  -0.067
C -2.253 -0.942 -3.761  -0.249
H 2.705 3.462 0.284  0.179
H 2.572 2.322 1.650  0.212
H 1.098 2.914 0.843  0.173
H 0.999 3.556 -1.399  0.219
H 0.075 3.418 -3.655  0.214
H 0.251 1.325 -4.953  0.214
H 1.372 -0.653 -3.941  0.248
H 2.847 -0.574 -0.657  0.425
H 1.036 -1.153 1.003  0.275
H -1.370 1.167 2.592  0.398
H 0.017 2.330 4.176  0.218
H 2.315 0.798 4.846  0.245
H 1.713 2.207 5.732  0.203
H 1.559 0.535 7.447  0.214
H 1.158 -0.727 6.274  0.203
H -1.016 -0.127 7.237  0.214
H -0.629 1.596 7.114  0.195
H -1.868 1.208 5.070  0.208
H -1.101 -0.370 4.844  0.209
H -2.512 1.203 0.613  0.207
H -2.904 0.246 -1.583  0.224
H -0.843 -3.525 -2.189  0.225
H -2.565 -3.333 -2.637  0.174
H -1.405 -4.570 -4.424  0.194
H -0.156 -3.290 -4.514  0.192
H -2.545 -1.023 -5.913  0.192
H -0.843 -1.182 -5.372  0.165
H -2.080 0.135 -3.718  0.217
H -3.317 -1.157 -3.571  0.176

Atomic forces in eV per Å
0.01 0.22 0.24
0.00 -0.33 -0.53
0.02 -0.21 0.04
0.08 0.07 0.22
-0.04 -0.03 -0.07
-0.08 0.06 -0.03
0.12 0.17 0.05
-0.21 0.67 -0.33
0.00 -0.90 0.18
0.43 0.08 0.06
-0.16 0.33 0.13
-0.01 0.27 0.27
0.16 -0.26 -0.36
-0.10 0.02 0.49
0.11 -0.25 -0.53
-0.25 0.17 0.06
-0.39 0.58 0.28
0.29 -0.28 -0.16
0.29 -0.08 -0.04
0.13 -0.07 -0.05
-0.05 0.18 0.06
0.02 -0.14 -0.01
-0.11 0.08 0.15
0.22 -0.08 0.12
0.07 -0.20 -0.09
-0.08 0.13 0.21
-0.01 0.07 -0.40
-0.03 -0.26 -0.25
0.12 -0.16 0.38
-0.15 -0.06 -0.09
-0.20 0.32 0.16
0.10 -0.10 -0.30
-0.05 -0.04 -0.01
-0.03 0.07 -0.03
0.02 -0.02 -0.03
0.02 0.06 0.09
-0.03 0.08 -0.04
-0.03 -0.02 -0.11
0.02 -0.05 -0.13
0.01 -0.12 0.19
0.03 0.09 0.12
0.18 -0.09 0.07
-0.02 -0.05 -0.03
0.02 0.11 0.01
0.00 0.02 0.00
0.06 -0.08 0.04
0.03 -0.08 0.02
-0.07 0.03 0.06
-0.02 0.04 0.05
-0.07 -0.07 -0.07
-0.06 -0.01 -0.02
-0.08 0.09 0.03
-0.09 0.00 -0.08
-0.15 -0.05 -0.06
0.08 -0.04 0.02
0.06 0.03 0.05
-0.13 -0.05 -0.05
0.08 0.04 0.05
-0.05 0.03 -0.02
-0.04 0.00 -0.01
0.01 0.08 0.00



No. 5
Below is 3 unconnected molecules or ions with the total composition C9H13Cl4N2O8P, with properties calculated with wB97M-V/def2-TZVPD.

As for the strongest force on any atom: 2.597 eV/Å. The calculation puts the total energy at -3244.1656 Eh. Its total charge is 0. The HOMO-LUMO gap is 8.73 eV.

Last column: natural (NBO) charge in e.
Positions of all 37 atoms, in Å:
N 0.710 -0.067 2.939  -0.363
C -0.254 0.033 2.310  0.525
O -1.299 0.018 1.534  -0.479
C -1.025 0.452 0.202  0.176
P 0.370 1.744 -0.035  1.362
O 0.348 2.076 -1.666  -0.982
O 1.850 1.058 0.221  -0.959
O -2.224 1.199 -0.083  -0.510
C -3.172 0.182 -0.226  0.961
O -4.319 0.250 0.036  -0.517
O -2.584 -0.978 -0.694  -0.483
C -1.230 -0.576 -0.920  0.004
C -0.168 -1.628 -1.204  -0.104
O -0.284 -2.833 -0.465  -0.371
N -0.370 -2.555 0.891  0.356
O -0.733 -3.485 1.489  -0.245
H 1.268 2.298 -1.859  0.503
H 2.119 0.424 -0.460  0.480
H -1.318 0.050 -1.816  0.223
H -0.285 -1.916 -2.247  0.227
H 0.816 -1.161 -1.124  0.186
Cl -0.711 7.608 1.551  -0.055
C -1.264 6.912 0.007  -0.388
C -1.317 5.406 0.049  -0.385
Cl 0.306 4.672 0.141  -0.058
H -0.600 7.266 -0.778  0.223
H -2.261 7.309 -0.181  0.223
H -1.783 5.029 -0.861  0.224
H -1.892 5.050 0.900  0.229
Cl 3.241 -3.585 -0.444  -0.075
C 2.435 -4.792 0.594  -0.388
C 2.891 -6.196 0.288  -0.388
Cl 2.331 -6.751 -1.310  -0.057
H 1.362 -4.685 0.463  0.226
H 2.683 -4.540 1.624  0.228
H 2.479 -6.882 1.026  0.227
H 3.975 -6.277 0.311  0.224

Atomic forces in eV per Å
-0.60 0.25 -0.07
0.65 -0.64 0.28
1.12 0.12 0.11
-0.65 0.09 -2.51
0.47 1.25 2.01
-0.11 -1.41 0.69
-0.92 -0.35 -1.05
-0.49 -0.84 0.31
-0.46 -0.60 -0.06
0.06 0.51 -0.15
0.17 0.67 0.35
0.41 0.21 0.29
-0.74 -0.05 -0.37
-0.07 -0.19 -0.36
-0.15 0.29 0.40
0.21 -0.19 0.04
0.01 0.26 -0.37
0.22 -0.19 0.18
0.80 0.00 0.00
0.06 -0.28 0.07
0.03 -0.12 0.26
0.03 0.00 0.00
-0.08 0.04 -0.07
-0.14 -0.01 -0.12
0.03 1.17 0.07
0.06 -0.03 0.05
-0.02 -0.06 0.04
0.04 0.04 -0.02
0.09 0.01 0.05
-0.04 0.07 -0.05
-0.07 -0.04 0.19
0.04 -0.05 0.08
0.02 0.01 -0.02
0.02 -0.03 -0.13
0.07 -0.01 -0.02
-0.06 0.05 0.00
-0.01 0.04 -0.07



No. 6
Below is 4 unconnected molecules or ions with the total composition C27H36N5O11P, with properties calculated with wB97M-V/def2-TZVPD.

As for the strongest force on any atom: 8.592 eV/Å. The calculation puts the total energy at -2492.7245 Eh. Its total charge is 0. The HOMO-LUMO gap is 8.03 eV.

Last column: Löwdin charge in e.
Positions of all 80 atoms, in Å:
C 3.980 0.216 -0.931  -0.091
C 3.405 -0.271 -2.423  -0.275
O 1.978 -0.613 -2.316  -0.298
P 1.238 -0.759 -3.911  0.799
O 1.688 -2.105 -4.654  -0.381
C -0.670 -0.728 -3.837  -0.210
C -1.376 -2.143 -3.406  -0.164
O -2.714 -1.867 -2.813  -0.115
C -3.484 -0.923 -3.638  -0.272
O -4.150 -1.463 -4.696  -0.024
N -3.620 0.568 -3.420  -0.208
N -4.173 1.226 -4.507  0.015
C -4.294 0.916 -2.112  -0.194
C -3.248 0.622 -0.841  -0.101
O 1.709 0.635 -4.904  -0.298
C 1.193 1.884 -4.323  -0.301
C 1.619 3.162 -5.315  -0.077
H 4.309 1.353 -1.018  0.086
H 3.113 0.172 -0.147  0.067
H 4.907 -0.406 -0.574  0.074
H 3.641 0.629 -3.147  0.122
H 4.096 -1.195 -2.727  0.136
H -1.057 -0.287 -4.871  0.135
H -0.960 0.099 -3.028  0.092
H -0.727 -2.730 -2.594  0.154
H -1.561 -2.850 -4.322  0.147
H -3.366 1.790 -4.913  0.114
H -4.894 1.933 -4.226  0.099
H -5.331 0.389 -1.981  0.134
H -4.440 2.100 -2.100  0.131
H -2.116 0.821 -1.165  0.078
H -3.399 -0.497 -0.474  0.083
H -3.478 1.370 0.044  0.080
H 1.632 2.040 -3.226  0.093
H 0.028 1.944 -4.223  0.105
H 2.230 3.919 -4.664  0.080
H 0.605 3.675 -5.681  0.086
H 2.207 2.701 -6.215  0.086
O 1.083 2.952 -1.383  0.028
N 1.245 3.936 -0.645  -0.309
O 1.654 5.041 -1.029  0.069
C 0.936 3.778 0.781  -0.142
C 0.507 2.535 1.265  0.006
C 0.237 2.385 2.627  -0.055
C 0.391 3.468 3.494  -0.059
C 0.809 4.708 3.008  -0.062
C 1.084 4.869 1.648  -0.001
H 0.382 1.682 0.603  0.114
H -0.090 1.423 3.014  0.101
H 0.186 3.345 4.556  0.107
H 0.924 5.548 3.689  0.109
H 1.412 5.841 1.285  0.118
O -3.266 1.251 3.608  0.053
N -2.696 1.060 4.692  -0.325
O -2.342 1.960 5.467  0.053
C -2.415 -0.327 5.081  -0.146
C -2.764 -1.375 4.218  0.000
C -2.473 -2.691 4.583  -0.069
C -1.844 -2.956 5.801  -0.073
C -1.507 -1.912 6.663  -0.064
C -1.791 -0.591 6.308  0.002
H -3.254 -1.185 3.266  0.117
H -2.733 -3.510 3.917  0.109
H -1.614 -3.983 6.078  0.108
H -1.020 -2.127 7.612  0.109
H -1.519 0.212 6.990  0.119
O 1.154 -1.594 3.488  0.048
N 2.099 -1.605 2.685  -0.319
O 2.804 -0.622 2.418  0.053
C 2.400 -2.869 2.001  -0.138
C 1.605 -3.997 2.245  -0.002
C 1.881 -5.189 1.573  -0.067
C 2.944 -5.253 0.670  -0.068
C 3.741 -4.131 0.437  -0.057
C 3.473 -2.933 1.101  0.003
H 0.773 -3.963 2.945  0.113
H 1.265 -6.068 1.750  0.108
H 3.152 -6.184 0.145  0.110
H 4.569 -4.190 -0.265  0.111
H 4.101 -2.066 0.906  0.097

Atomic forces in eV per Å
-0.60 0.75 -0.40
2.75 0.38 1.00
-0.39 0.73 -3.38
2.31 -3.51 -3.09
-1.46 5.08 2.92
-0.46 1.38 1.08
0.75 -0.31 -0.54
-0.19 3.17 -1.51
-4.27 -3.26 -5.95
4.57 3.22 6.53
0.31 -2.99 2.82
0.56 2.05 -1.62
1.20 1.16 1.60
-0.40 -0.16 0.04
-1.88 -1.60 3.06
0.19 2.15 0.68
-0.85 -0.86 0.74
-0.65 -2.43 0.26
1.73 -0.06 -1.41
-1.90 1.12 -0.76
-0.92 -2.01 1.19
-2.00 1.84 0.32
1.00 -1.21 2.08
0.49 -1.86 -1.63
-1.65 1.49 -1.72
0.59 1.53 1.66
-1.54 -0.83 0.49
0.89 -1.23 -0.09
1.93 0.93 -0.23
0.19 -2.66 -0.27
-2.62 -0.56 0.56
0.59 2.48 -0.74
0.32 -1.66 -1.81
-0.90 -0.37 -2.61
2.03 -0.64 -0.25
-1.05 -1.41 -1.57
2.45 -1.06 0.67
-1.03 1.17 1.74
0.18 1.39 1.03
0.30 0.39 -0.98
-0.61 -1.72 0.44
-0.19 -0.14 0.92
0.02 0.05 0.03
0.10 0.35 -0.16
0.03 0.01 -0.11
-0.03 -0.32 -0.31
0.00 -0.02 0.01
0.12 0.31 0.01
0.11 0.16 -0.14
0.00 0.01 -0.24
-0.01 -0.15 -0.20
-0.07 -0.34 -0.10
0.86 -0.23 1.58
-0.31 1.21 -0.41
-0.48 -1.22 -1.13
0.21 -0.97 0.24
0.05 0.03 0.05
0.11 0.33 0.25
-0.02 0.15 -0.04
-0.18 0.09 -0.37
-0.01 -0.02 -0.06
0.14 0.17 0.28
0.02 0.22 0.11
-0.06 0.21 -0.05
-0.11 0.11 -0.20
-0.15 -0.07 -0.33
1.28 0.07 -1.11
-0.22 1.10 0.57
-1.07 -1.36 0.43
0.19 -0.85 -0.47
0.04 0.03 -0.05
0.22 0.35 -0.04
-0.01 0.12 0.05
-0.32 0.03 0.27
-0.05 -0.02 0.03
0.25 0.22 -0.14
0.11 0.22 0.00
-0.04 0.20 0.11
-0.18 0.07 0.16
-0.31 -0.12 0.19